Record 1
C20H12Br2N2O3Pd as an isolated structure in a non-equilibrium geometry, computed with ωB97M-V/def2-TZVPD.

Computed properties:
LUMO level (spin up / spin down): 0.1509 / 0.1508 hartree
energy above the lowest of the compared OMol25 structures with the same formula, charge and spin: 62.2 kJ/mol
max |F|: 1.13 eV Å⁻¹
molar mass: 594.55 u
HOMO (spin up / spin down): 0.7 / -0.7 eV

```
! wB97M-V def2-TZVPD RIJCOSX def2/J DEFGRID3
* xyz -2 3
Pd 0.03028 0.05313 0.02023
O 4.33549 -1.45873 -0.20282
C 3.11575 -1.22164 -0.06201
O 2.56051 -0.14493 0.26392
C 2.14701 -2.38553 -0.24068
C 2.56037 -3.71199 -0.12550
C 1.61812 -4.71376 -0.06003
C 0.24537 -4.38964 -0.10175
C -0.79733 -5.32906 0.09292
C -2.13466 -4.89180 0.18057
C -2.48457 -3.58992 -0.00506
C -1.49296 -2.51867 -0.34054
C -0.07584 -3.02456 -0.29723
N 0.84788 -2.07858 -0.37202
H 3.62151 -3.91316 -0.05646
H 1.91650 -5.75169 0.05837
H -0.55142 -6.37618 0.23283
H -2.90310 -5.62324 0.42026
H -3.51893 -3.27944 0.08822
H -1.71095 -2.15622 -1.35763
Br -4.30896 3.17843 -0.20403
C -2.49287 3.76948 -0.14081
C -2.24274 5.12930 -0.04378
C -0.94514 5.58302 -0.01868
Br -0.66191 7.48729 0.05749
C 0.15531 4.69988 -0.04070
C 1.50909 5.08238 0.02314
C 2.47586 4.10645 0.07061
C 2.10708 2.75948 0.06154
N 0.84953 2.36983 -0.04102
C -0.12024 3.30360 -0.11390
C -1.48139 2.78346 -0.25543
O -1.69840 1.56867 -0.45869
H -3.06655 5.82762 0.00684
H 1.76979 6.13215 0.03738
H 3.52287 4.37903 0.12874
H 2.82998 1.95618 0.14719
C -1.56451 -1.27317 0.57887
H -2.51851 -0.75476 0.44266
H -1.44730 -1.58268 1.62702
*
```

Record 2
A 2-piece molecular cluster, H4O2 overall in a non-equilibrium geometry, computed with ωB97M-V/def2-TZVPD.

Computed properties:
LUMO level: 0.0368 hartree
energy above the lowest of the compared OMol25 structures with the same formula, charge and spin: 19.7 kJ/mol
max |F|: 1.79 eV Å⁻¹
structure (SMILES): O.O
molar mass: 36.03 u
HOMO: -11.2 eV

```
! wB97M-V def2-TZVPD RIJCOSX def2/J DEFGRID3
* xyz 0 1
O 1.36106 -0.86695 0.03541
H 1.34816 -1.06866 -0.91078
H 2.04696 -1.41537 0.41377
O -1.39337 0.90742 -0.08756
H -0.82455 1.00236 0.69609
H -2.31208 1.15786 0.21808
*
```

Record 3
A 7-piece molecular cluster, C41H48Br2O22 overall in a non-equilibrium geometry, computed with ωB97M-V/def2-TZVPD.

Computed properties:
LUMO level: -0.0730 hartree
max |F|: 8.14 eV Å⁻¹
structure (SMILES): CCOCc1ccc2c(c1OCC)C(=O)c1c(ccc(C)c1[C@@H](Br)[C@@H](C)Br)C2=O.O=C1OCCO1.O=C1OCCO1.O=C1OCCO1.O=C1OCCO1.O=C1OCCO1.O=C1OCCO1
molar mass: 1052.62 u
HOMO: -8.8 eV

```
! wB97M-V def2-TZVPD RIJCOSX def2/J DEFGRID3
* xyz 0 1
C 6.55349 -3.58795 -1.90516
C 7.78833 -3.27522 -0.84012
O 7.51179 -2.16329 0.08280
C 6.95822 -2.62252 1.36626
C 5.29589 -2.80563 1.33844
C 4.56531 -4.01734 2.22670
C 2.90999 -4.21052 2.13960
C 1.96395 -3.19461 1.22466
C 2.67744 -1.94731 0.36999
C 4.32800 -1.79180 0.42776
O 4.89343 -0.68399 -0.38961
C 5.06568 0.54005 0.40809
C 4.52270 0.44818 1.95228
C 1.68325 -0.94834 -0.47302
O 1.95111 0.35941 -0.45389
C 0.39274 -1.65423 -1.23770
C -0.32116 -2.90551 -0.38771
C -1.60833 -3.73664 -0.97206
C -2.20802 -3.24776 -2.43267
C -1.50425 -2.00047 -3.29701
C -2.21598 -1.64304 -4.72992
C -0.16068 -1.17326 -2.74118
C 0.59271 0.02873 -3.57542
Br 1.04049 -0.45250 -5.48357
C -0.16126 1.50636 -3.43421
C 1.00765 2.63607 -3.04088
Br -0.96176 2.15704 -5.16755
C 0.32199 -3.32982 1.09425
O -0.45433 -3.78916 2.09899
H 5.99662 -4.61173 -1.67616
H 5.73755 -2.72517 -1.91232
H 7.01027 -3.58659 -3.00779
H 8.73211 -3.01988 -1.52522
H 8.04724 -4.26819 -0.27512
H 7.40636 -3.63438 1.75864
H 7.20195 -1.78749 2.17206
H 5.20074 -4.74990 2.92129
H 2.34487 -5.06416 2.73319
H 6.20684 0.86086 0.33150
H 4.45116 1.40923 -0.11599
H 5.15530 -0.29684 2.63387
H 3.35518 0.26555 2.04999
H 4.70302 1.52578 2.43327
H -2.14134 -4.65153 -0.41994
H -3.13848 -3.83021 -2.86811
H -1.88091 -0.63431 -5.21813
H -1.93882 -2.52227 -5.48392
H -3.39856 -1.71160 -4.60771
H 1.64869 0.17914 -3.03892
H -0.92026 1.53248 -2.52297
H 1.77844 2.24200 -2.25361
H 0.53624 3.63223 -2.60329
H 1.62006 2.92989 -4.02159
O -0.35630 -4.72412 -4.61464
C 0.61873 -4.83864 -5.33844
O 1.85978 -5.21066 -4.90845
C 2.64244 -5.44421 -6.06424
C 1.95928 -4.62721 -7.11248
O 0.61075 -4.61030 -6.68434
H 3.67742 -5.13133 -5.90127
H 2.62584 -6.51518 -6.29188
H 2.33172 -3.59802 -7.14910
H 2.04474 -5.07174 -8.10784
O -3.94047 3.97001 -2.53353
C -3.51527 3.80028 -1.40301
O -4.20779 4.09847 -0.26504
C -3.47605 3.55268 0.81645
C -2.08480 3.46180 0.27871
O -2.28391 3.28808 -1.11136
H -3.54146 4.20049 1.69492
H -3.89300 2.57134 1.06586
H -1.51258 4.38116 0.44192
H -1.53027 2.61857 0.69955
O -1.13267 -0.82144 8.10005
C -1.12149 -1.21619 6.94604
O -0.93581 -2.51730 6.57712
C -1.21482 -2.59567 5.19185
C -0.98933 -1.19705 4.71644
O -1.29213 -0.41350 5.85506
H -0.55103 -3.31386 4.70275
H -2.25184 -2.92085 5.05800
H 0.05176 -1.01587 4.42903
H -1.64050 -0.93217 3.87890
O -6.10079 -5.46112 9.57642
C -5.06499 -4.84821 9.37859
O -4.98510 -3.49281 9.23730
C -3.61004 -3.15825 9.25211
C -2.94379 -4.42468 8.82170
O -3.83451 -5.42916 9.26865
H -3.40576 -2.32784 8.57069
H -3.32919 -2.86234 10.26830
H -2.84652 -4.49694 7.73330
H -1.95717 -4.55099 9.27587
O -0.77851 9.63678 -2.84699
C -1.37576 8.65329 -3.25161
O -1.58989 8.36820 -4.56932
C -2.10714 7.05209 -4.62643
C -2.70661 6.85957 -3.27124
O -1.91803 7.69472 -2.44493
H -2.84739 6.96087 -5.42602
H -1.28399 6.35700 -4.82225
H -3.74778 7.19566 -3.22302
H -2.65282 5.82007 -2.93627
O -5.21306 5.51702 1.88389
C -5.29813 6.51467 1.18737
O -6.32265 7.41462 1.24990
C -5.94277 8.52560 0.45974
C -4.94548 7.94631 -0.49043
O -4.38105 6.87586 0.24282
H -6.80951 8.95037 -0.05405
H -5.50526 9.28947 1.11102
H -5.41396 7.54657 -1.39599
H -4.17601 8.66827 -0.77739
*
```

Record 4
C20H20CaF10N3O3P as an isolated structure in a non-equilibrium geometry, computed with ωB97M-V/def2-TZVPD.

Computed properties:
LUMO level: 0.0030 hartree
max |F|: 1.11 eV Å⁻¹
molar mass: 611.43 u
HOMO: -7.2 eV

```
! wB97M-V def2-TZVPD RIJCOSX def2/J DEFGRID3
* xyz 0 1
Ca 0.42591 -0.40811 0.30135
C -1.32166 2.62848 -0.42979
N -0.67183 1.47673 -1.04934
C 0.40563 1.96520 -1.93861
C 1.33082 0.88556 -2.48358
N 1.79640 0.04091 -1.38941
C 2.93338 -0.69008 -1.54558
C 3.42653 -1.39210 -0.43027
F 2.71099 -1.27381 0.73929
C 4.56762 -2.15386 -0.39585
F 4.93423 -2.76235 0.73880
C 5.33418 -2.27731 -1.53569
F 6.44446 -3.02636 -1.54496
C 4.90721 -1.61562 -2.67007
F 5.61894 -1.73440 -3.79527
C 3.75488 -0.84839 -2.67903
F 3.41805 -0.28683 -3.85923
C -1.69848 0.68900 -1.77434
C -2.34910 -0.33843 -0.84307
N -1.38561 -1.36431 -0.45072
C -1.33872 -2.56656 -1.07990
C -2.10812 -3.07447 -2.14346
F -3.02672 -2.29622 -2.76131
C -1.96583 -4.36059 -2.63342
F -2.75870 -4.76750 -3.63048
C -1.02093 -5.22828 -2.12789
F -0.89723 -6.47426 -2.60454
C -0.19912 -4.76408 -1.11930
F 0.75175 -5.55312 -0.60812
C -0.36210 -3.48562 -0.64765
F 0.50853 -3.04550 0.31540
H -1.73460 3.30377 -1.18995
H -0.60262 3.18691 0.16821
H -2.14068 2.30404 0.21029
H 1.01089 2.65266 -1.34336
H -0.02125 2.53925 -2.77347
H 2.14219 1.41951 -2.98394
H 0.82449 0.30856 -3.26596
H -1.21989 0.14478 -2.58776
H -2.46095 1.34812 -2.21173
H -3.24594 -0.73325 -1.31273
H -2.68067 0.17459 0.06847
C 1.41049 0.58812 4.79969
O 0.09279 0.01895 4.71345
P -0.59052 -0.37391 3.31232
O 0.62838 -1.17356 2.53766
C 1.03681 -2.44324 3.10911
O -0.29419 0.97734 2.38078
C -0.98333 2.15945 2.84004
H 1.69758 0.56336 5.84617
H 1.40400 1.61928 4.44796
H 2.12391 0.01597 4.20847
H 2.05261 -2.62166 2.77658
H 0.38779 -3.23497 2.74987
H 1.00429 -2.39098 4.19522
H -0.43798 3.01847 2.46553
H -0.99894 2.19414 3.92841
H -2.00451 2.18039 2.46689
*
```

Record 5
One molecule with the formula C5H9N, computed with ωB97M-V/def2-TZVPD.

Computed properties:
LUMO level: 0.0471 hartree
energy above the lowest of the compared OMol25 structures with the same formula, charge and spin: 221.1 kJ/mol
max |F|: 0.31 eV Å⁻¹
structure (SMILES): C1CC1N1CC1
molar mass: 83.13 u
HOMO: -8.7 eV

```
! wB97M-V def2-TZVPD RIJCOSX def2/J DEFGRID3
* xyz 0 1
C 1.06955 0.08647 1.25566
C 0.35336 1.40737 1.29555
C -0.32421 0.21731 0.70495
N -0.60856 0.25878 -0.71207
C -1.23406 -0.90471 -1.30518
C 0.16426 -0.55614 -1.62993
H 1.89496 -0.01335 0.55751
H 1.19546 -0.44248 2.19577
H 0.01074 1.78783 2.25131
H 0.67566 2.15332 0.57678
H -1.11713 -0.23881 1.29306
H -1.39337 -1.77630 -0.66988
H -2.02457 -0.69461 -2.01851
H 0.41110 -0.06925 -2.56896
H 0.92681 -1.21543 -1.22607
*
```

Record 6
C29H25N2P2PbS5 as an isolated structure in a non-equilibrium geometry, computed with ωB97M-V/def2-TZVPD.

Computed properties:
LUMO level: 0.0750 hartree
max |F|: 2.02 eV Å⁻¹
molar mass: 831.02 u
HOMO: -4.4 eV

```
! wB97M-V def2-TZVPD RIJCOSX def2/J DEFGRID3
* xyz -1 1
Pb 1.39073 -1.80520 -0.51159
S -0.77117 -2.67890 0.83231
P -1.69937 -1.22030 -0.28839
C -0.77587 0.04730 -0.97579
P -0.03947 0.95220 0.29771
S 1.85113 0.38270 0.91821
C -0.86997 1.35180 1.89661
C -1.73367 2.43170 2.04201
C -2.40007 2.63330 3.23851
C -2.20527 1.76660 4.30101
C -1.35737 0.68190 4.15331
C -0.69607 0.47310 2.95941
C 0.11493 2.60120 -0.45189
C 1.27023 3.36170 -0.46649
C 1.25173 4.61680 -1.05039
C 0.08143 5.12990 -1.58129
C -1.07057 4.36060 -1.58159
C -1.04847 3.09390 -1.03479
C -2.49767 -2.09570 -1.67879
C -3.86307 -2.32910 -1.78749
C -4.36197 -3.03140 -2.87149
C -3.51307 -3.51090 -3.85449
C -2.14827 -3.30330 -3.73799
C -1.65087 -2.59560 -2.66109
C -3.13137 -0.62020 0.66741
C -3.84867 0.40660 0.05871
C -4.84377 1.06480 0.75121
C -5.11967 0.70240 2.06331
C -4.41607 -0.32710 2.66531
C -3.41607 -0.98780 1.97131
H -1.86887 3.12100 1.22261
H -3.07417 3.47420 3.34091
H -2.70117 1.94680 5.24661
H -1.21167 -0.00670 4.97511
H -0.02247 -0.36650 2.84161
H 2.17313 2.96050 -0.02699
H 2.16063 5.19880 -1.08899
H 0.07143 6.12390 -2.00849
H -1.97947 4.75510 -2.01059
H -1.92597 2.46150 -1.05149
H -4.53998 -1.95520 -1.03239
H -5.42488 -3.21120 -2.94899
H -3.91147 -4.05350 -4.70199
H -1.47677 -3.69950 -4.48749
H -0.58397 -2.41860 -2.57159
H -3.60077 0.67510 -0.96219
H -5.39748 1.86670 0.27841
H -5.87887 1.23890 2.61661
H -4.64307 -0.60640 3.68561
H -2.85217 -1.79280 2.42211
S 5.36733 -0.26000 -2.08789
C 6.80902 -0.63350 -1.43769
N 7.00262 -1.34380 -0.31359
C 8.32492 -1.86060 -0.05649
C 9.30752 -0.91280 -0.73949
S 8.36702 -0.13610 -2.10889
H 6.20103 -1.78820 0.11301
H 8.41543 -2.87020 -0.48079
H 8.50652 -1.92170 1.02031
H 10.16492 -1.43090 -1.16259
H 9.66022 -0.12070 -0.07909
S 3.90643 -5.98260 -0.45149
C 3.29393 -4.54680 -0.19609
N 2.87903 -3.45750 -0.04019
*
```

Record 7
A 3-piece molecular cluster, C2H6O overall in a non-equilibrium geometry, computed with ωB97M-V/def2-TZVPD.

Computed properties:
LUMO level: -0.0038 hartree
energy above the lowest of the compared OMol25 structures with the same formula, charge and spin: 350.0 kJ/mol
max |F|: 6.99 eV Å⁻¹
molar mass: 46.07 u
HOMO: -9.1 eV

```
! wB97M-V def2-TZVPD RIJCOSX def2/J DEFGRID3
* xyz 0 1
C -1.33008 -0.47744 -0.51612
C -0.28018 -0.90079 0.17439
O 1.50109 1.02743 -0.12162
H -2.27945 -0.12251 -0.10692
H 1.38098 2.13732 0.72432
H -1.25627 -0.21509 -1.53773
H 0.45049 -1.46229 -0.45666
H -0.20443 -0.65527 1.23732
H 2.01785 0.66864 0.60300
*
```

Record 8
One molecule with the formula C7H9N3 in a non-equilibrium geometry, computed with ωB97M-V/def2-TZVPD.

Computed properties:
LUMO level (spin up / spin down): 0.0147 / -0.0014 hartree
energy above the lowest of the compared OMol25 structures with the same formula, charge and spin: 466.3 kJ/mol
max |F|: 4.47 eV Å⁻¹
molar mass: 135.17 u
HOMO (spin up / spin down): -7.4 / -7.2 eV

```
! wB97M-V def2-TZVPD RIJCOSX def2/J DEFGRID3
* xyz 0 1
C -2.53708 0.77499 -0.10245
C -2.65559 -0.63399 -0.05194
C -1.15028 1.22745 -0.24300
C -1.56580 -1.48650 -0.15938
C -0.00610 0.50287 -0.36320
C -0.26767 -0.94213 -0.34471
C 1.33261 0.81692 -0.90531
N 0.93554 -1.65623 -0.35300
N 2.42770 -0.03930 -0.52793
N 2.87615 -0.17914 0.67686
H -3.34622 1.49965 -0.12380
H -3.65040 -1.15032 0.03881
H -1.05732 2.34261 -0.13876
H -1.64622 -2.59826 0.03331
H 1.24562 0.67893 -2.01228
H 1.63264 1.83970 -0.57219
H 1.06420 -2.45766 -0.97584
H 2.59051 0.45427 1.42234
H 3.84820 -0.47774 0.72898
*
```

- Among the records above, which one has the lowest max |F|?
  C5H9N